9
Properties=species:S:1:pos:R:3:mulliken_charge:R:1 method="wB97M-V/def2-TZVPD" orbital_gap_ev=10.160 energy_ha=-267.12092 multiplicity=1 e_above_lowest_kcal_mol=45.1
C 1.8857 0.9896 0.3340 -0.97
C 1.8583 -0.2583 0.0129 0.82
C -2.3443 -0.6043 -0.2506 -0.08
O 1.8177 -1.3733 -0.3099 -0.34
O -1.6065 -1.1809 0.4858 -0.36
H 2.3223 1.7294 -0.3079 0.24
H -2.2627 0.4786 -0.4439 0.21
H 1.4912 1.3259 1.2734 0.25
H -3.1618 -1.1067 -0.7938 0.23

=====

9
Properties=species:S:1:pos:R:3:mulliken_charge:R:1 method="wB97M-V/def2-TZVPD" orbital_gap_ev="6.898 / 6.517" energy_ha=-267.00205 s2=2.0121 multiplicity=3 e_above_lowest_kcal_mol=17.3
C -0.7676 0.5800 -0.6247 -1.27
C 0.7186 0.1540 1.1615 -0.06
C 0.0381 -0.3366 -0.0510 1.08
O 1.3195 -0.6132 1.8366 -0.48
O 0.4352 -1.5279 -0.6266 -0.39
H -0.9030 1.4971 -0.1106 0.23
H -1.3508 0.5912 -1.4719 0.38
H 0.3097 1.1658 1.3967 0.20
H 0.2005 -1.5106 -1.5099 0.32